{
  "formula": "C30H52N2O5P2S2SiTa",
  "method": "ωB97M-V/def2-TZVPD",
  "symbols": ["Ta", "S", "S", "P", "P", "Si", "O", "O", "O", "O", "O", "N", "N", "C", "C", "C", "C", "C", "C", "C", "C", "C", "C", "C", "C", "C", "C", "C", "C", "C", "C", "C", "C", "C", "C", "C", "C", "C", "C", "C", "C", "C", "C", "H", "H", "H", "H", "H", "H", "H", "H", "H", "H", "H", "H", "H", "H", "H", "H", "H", "H", "H", "H", "H", "H", "H", "H", "H", "H", "H", "H", "H", "H", "H", "H", "H", "H", "H", "H", "H", "H", "H", "H", "H", "H", "H", "H", "H", "H", "H", "H", "H", "H", "H", "H"],
  "xyz": [[0.392, 1.616, -0.176], [0.062, 1.806, -2.687], [-3.020, 1.967, -2.969], [2.986, 1.470, 0.252], [0.520, 1.575, 2.469], [0.436, -1.906, -0.308], [0.446, -0.234, -0.067], [0.663, -2.432, 1.204], [-0.981, -2.199, -1.012], [1.683, -2.249, -1.269], [0.460, 3.674, -0.059], [-1.703, 1.865, -0.764], [-0.061, 4.738, -0.669], [2.577, -3.200, 2.408], [3.911, 0.408, -0.884], [0.531, 5.201, -1.780], [-2.313, -2.534, -0.551], [-4.897, 1.986, 1.109], [1.275, -1.604, -3.560], [1.005, -3.993, -2.841], [3.096, 0.618, 1.870], [0.004, 6.297, -2.424], [-5.770, 2.038, 0.019], [1.795, -2.706, -2.652], [3.970, 2.984, 0.430], [0.269, -4.020, 2.935], [-1.553, 1.883, -2.081], [-1.175, 5.289, -0.160], [-2.627, -1.735, 0.706], [2.289, 1.364, 2.936], [3.276, -2.953, -2.877], [-1.138, 6.902, -1.920], [-2.369, -4.027, -0.281], [1.233, -3.617, 1.831], [-3.529, 1.931, 0.922], [-3.241, -2.143, -1.689], [-3.041, 1.928, -0.381], [-0.305, 0.128, 3.181], [-5.293, 2.039, -1.279], [-0.017, 2.990, 3.472], [-1.732, 6.386, -0.776], [1.412, -4.736, 0.818], [-3.917, 1.986, -1.466], [-6.837, 2.077, 0.192], [1.374, -4.776, -2.178], [1.119, -4.342, -3.867], [0.490, 3.896, 3.141], [1.388, -1.891, -4.606], [-1.095, 3.129, 3.377], [3.394, -0.550, -0.967], [2.341, 0.852, 3.899], [-1.383, 0.200, 3.031], [-5.301, 1.983, 2.113], [-0.096, 0.062, 4.249], [-0.056, -3.831, -2.652], [-3.152, -1.073, -1.895], [0.051, -0.770, 2.673], [0.455, -5.033, 0.385], [-1.992, -2.054, 1.536], [3.951, 0.868, -1.872], [-1.564, 7.764, -2.415], [-3.370, -4.316, 0.043], [0.725, -4.773, 3.578], [0.015, -3.155, 3.551], [3.848, -2.030, -2.760], [3.060, -4.043, 2.901], [2.701, 2.364, 3.094], [4.031, 3.492, -0.532], [1.402, 4.652, -2.102], [0.218, -1.412, -3.367], [3.236, -2.847, 1.611], [2.087, -4.429, 0.020], [-4.277, -2.362, -1.429], [-1.667, -4.299, 0.507], [-2.470, -0.670, 0.522], [4.143, 0.529, 2.170], [3.652, -3.690, -2.167], [-1.566, 4.809, 0.724], [1.842, -5.608, 1.310], [-2.846, 1.875, 1.762], [-2.627, 6.823, -0.358], [-2.126, -4.590, -1.183], [0.489, 6.663, -3.317], [-0.651, -4.438, 2.524], [2.445, -2.405, 3.147], [4.982, 2.742, 0.756], [-3.669, -1.880, 0.997], [4.928, 0.250, -0.523], [2.711, -0.394, 1.720], [1.837, -0.681, -3.397], [3.514, 3.661, 1.152], [-2.985, -2.693, -2.595], [0.217, 2.818, 4.523], [3.445, -3.330, -3.885], [-5.971, 2.080, -2.120]],
  "relative_energy_kj_mol": 0.0,
  "e_homo_ev": [-13.52, -13.53],
  "multiplicity": 2,
  "energy_ha": -3485.521864,
  "homo_lumo_gap_ev": [7.8394, 7.5108],
  "total_charge": 2,
  "e_lumo_ev": [-5.682, -6.018],
  "mol_weight_g_mol": 855.87,
  "fmax_ev_per_a": 0.61
}


{
  "formula": "C30H52N8O10",
  "method": "ωB97M-V/def2-TZVPD",
  "symbols": ["O", "O", "O", "O", "O", "O", "O", "O", "O", "O", "N", "N", "N", "N", "N", "N", "N", "N", "C", "C", "C", "C", "C", "C", "C", "C", "C", "C", "C", "C", "C", "C", "C", "C", "C", "C", "C", "C", "C", "C", "C", "C", "C", "C", "C", "C", "C", "C", "H", "H", "H", "H", "H", "H", "H", "H", "H", "H", "H", "H", "H", "H", "H", "H", "H", "H", "H", "H", "H", "H", "H", "H", "H", "H", "H", "H", "H", "H", "H", "H", "H", "H", "H", "H", "H", "H", "H", "H", "H", "H", "H", "H", "H", "H", "H", "H", "H", "H", "H", "H"],
  "xyz": [[3.427, 2.395, 5.068], [-4.341, 1.856, -0.901], [-0.814, -3.601, -1.575], [6.708, -0.684, -4.167], [6.104, -1.359, -6.045], [0.469, -4.451, -5.835], [1.884, 0.810, 0.888], [2.680, -3.364, 1.315], [-4.298, 2.427, 3.011], [-2.663, 1.250, 0.399], [1.313, 2.204, 4.227], [-1.074, -2.757, -5.829], [-1.712, -2.227, 0.020], [1.532, -2.628, 3.099], [-3.231, 2.046, -0.446], [6.011, -1.432, -4.827], [-3.709, 1.406, 5.017], [1.229, 1.826, -1.118], [1.190, 0.846, -0.099], [1.221, -4.013, 3.417], [-1.886, -1.738, -5.081], [-1.583, -1.687, 1.347], [-2.446, 3.282, -0.856], [2.946, -3.993, -4.219], [-0.484, 4.854, -0.542], [-1.274, -2.892, -7.244], [4.854, -2.077, -4.313], [-3.077, 0.293, 5.766], [-0.858, -3.165, -0.406], [-0.108, -3.519, -5.130], [-0.823, 5.551, -1.680], [-2.833, 4.052, -2.092], [0.606, 2.076, 5.535], [0.269, 1.803, -2.150], [2.424, -2.322, 2.047], [-1.949, 5.194, -2.503], [-4.120, 2.547, 5.844], [2.225, 2.753, -0.947], [3.188, -2.505, -2.260], [2.695, 2.286, 4.125], [-3.763, 1.494, 3.614], [2.596, -3.582, -2.777], [4.022, -3.128, -4.959], [4.335, -1.647, -2.879], [-2.843, -1.663, -0.779], [0.494, 2.370, 3.040], [1.251, -1.533, 4.005], [-1.338, 3.791, -0.036], [-2.459, -1.266, 1.883], [1.815, -4.165, -2.197], [0.015, -3.411, 0.338], [-2.529, -2.050, -4.455], [-2.200, -0.852, -5.610], [1.681, -1.803, 4.907], [1.842, -4.824, 3.012], [0.187, -4.115, 3.255], [-1.238, -1.337, -4.417], [-5.002, 2.455, 6.590], [-0.526, 1.172, -1.836], [-0.036, 3.221, 3.336], [1.088, 2.746, 2.253], [-4.588, 3.593, 5.317], [4.538, -3.422, -5.938], [0.382, 5.097, -0.135], [3.291, 2.659, -1.391], [3.011, 2.433, 3.091], [-3.190, 0.749, 2.942], [2.425, 3.314, -0.049], [-3.204, -2.506, -1.302], [2.952, -1.397, 1.842], [-0.068, 1.502, 2.676], [-3.779, -0.252, 6.468], [0.238, 0.208, -0.075], [-0.413, -2.472, -7.801], [-3.413, 3.093, 6.577], [1.625, -0.648, 3.830], [1.740, -4.191, 4.333], [-1.029, -0.733, 1.409], [-3.474, -1.240, 0.034], [-1.994, -2.162, -7.783], [4.963, -0.994, -2.265], [-2.806, -0.799, -1.489], [-0.097, -3.313, -4.105], [-2.899, -0.499, 5.069], [-1.369, -3.946, -7.553], [-0.170, 2.833, -2.470], [-3.794, 3.768, -2.521], [-2.031, 5.852, -3.480], [2.656, -4.766, -4.763], [-0.023, 6.232, -2.246], [-1.063, 3.117, 0.790], [-0.436, 1.678, 5.459], [-0.972, -2.210, 2.070], [0.836, 1.396, -2.905], [0.484, 3.083, 5.990], [2.941, -2.403, -1.197], [0.348, -1.491, 4.122], [-2.135, 0.537, 6.105], [2.086, 3.562, -1.814], [1.322, 1.512, 6.036]],
  "relative_energy_kj_mol": 1280.7,
  "e_homo_ev": -8.53,
  "energy_ha": -2364.062725,
  "homo_lumo_gap_ev": 6.9765,
  "total_charge": 0,
  "e_lumo_ev": -1.555,
  "mol_weight_g_mol": 684.79,
  "fmax_ev_per_a": 10.32,
  "smiles": "O=[N+]([O-])c1ccccc1.O=[N+]([O-])c1ccccc1.CN(C)C=O.CN(C)C=O.CN(C)C=O.CN(C)C=O.CN(C)C=O.CN(C)C=O"
}


{
  "formula": "C30H52O12",
  "method": "ωB97M-V/def2-TZVPD",
  "symbols": ["O", "O", "O", "O", "O", "O", "O", "O", "O", "O", "O", "O", "C", "C", "C", "C", "C", "C", "C", "C", "C", "C", "C", "C", "C", "C", "C", "C", "C", "C", "C", "C", "C", "C", "C", "C", "C", "C", "C", "C", "C", "C", "H", "H", "H", "H", "H", "H", "H", "H", "H", "H", "H", "H", "H", "H", "H", "H", "H", "H", "H", "H", "H", "H", "H", "H", "H", "H", "H", "H", "H", "H", "H", "H", "H", "H", "H", "H", "H", "H", "H", "H", "H", "H", "H", "H", "H", "H", "H", "H", "H", "H", "H", "H"],
  "xyz": [[0.994, 2.458, -1.410], [3.259, 1.777, 1.023], [-2.673, 4.862, 1.838], [3.350, 4.457, 0.530], [3.217, -6.309, -3.404], [-5.337, -3.441, -0.821], [-1.792, -0.217, -0.214], [3.716, -2.446, 1.708], [6.778, 0.791, -2.086], [6.642, 3.449, -3.040], [-0.657, -0.609, 5.093], [-4.394, 0.289, -3.147], [-2.964, -3.851, -1.034], [-2.037, 1.028, 6.329], [5.851, 2.982, -2.118], [-4.345, -4.053, -0.413], [4.865, 1.222, -0.543], [5.808, 1.635, -1.620], [-5.118, 1.052, -2.653], [0.549, 2.873, -2.437], [-5.407, 0.960, -1.152], [1.445, -7.551, -2.213], [-2.791, 2.907, 0.435], [-4.351, -4.901, 0.854], [2.057, -6.403, -2.996], [-2.086, 4.102, 1.150], [-0.572, -0.375, -0.227], [3.670, -3.505, 3.813], [4.020, 2.110, 0.125], [0.419, 0.211, 0.740], [-0.669, 2.107, -3.078], [3.597, -2.283, 2.885], [-0.487, 1.794, 4.444], [1.276, -4.966, -2.711], [3.988, 3.585, -0.360], [5.031, 4.000, -1.444], [-0.615, 4.434, 0.811], [0.734, 4.251, -2.904], [3.518, -0.895, 3.558], [-5.870, 2.150, -3.301], [0.013, -1.294, -1.351], [-0.996, 0.548, 5.260], [3.327, 5.234, 0.046], [-0.720, 5.277, 0.068], [1.749, -7.514, -1.134], [-4.379, -5.753, 0.583], [-3.871, 2.872, 0.861], [-2.262, -3.442, -0.256], [1.226, 4.747, -2.235], [-1.087, 2.370, 3.800], [-0.208, 3.514, 0.451], [-6.800, 2.015, -2.935], [-3.382, -4.629, 1.327], [7.064, 1.166, -2.952], [-4.421, 0.433, -0.787], [-1.455, 2.759, -3.104], [-0.183, 4.820, 1.816], [0.072, -4.869, -3.104], [0.755, -0.659, 1.449], [0.346, 1.546, 3.677], [2.077, -8.429, -2.573], [4.390, -0.632, 4.274], [-2.640, 0.140, 6.762], [4.465, -3.558, 4.385], [-0.811, -1.474, -2.093], [3.464, -0.325, 2.547], [0.105, -2.242, -0.961], [1.422, -4.829, -1.710], [3.690, -4.507, 3.247], [-5.078, -4.982, 1.622], [4.957, 0.163, 0.024], [1.275, 0.662, 0.037], [1.387, 4.101, -3.878], [1.838, -4.274, -3.229], [-2.664, -4.870, -1.194], [-6.275, 0.455, -0.764], [-1.517, 1.638, 7.035], [-2.950, -3.484, -1.971], [-6.078, 2.191, -4.406], [-0.045, 2.686, 5.179], [-5.738, 3.164, -3.089], [2.755, -3.434, 4.624], [2.632, -0.641, 4.080], [-2.935, 3.034, -0.698], [-0.848, 1.136, -2.714], [-2.321, 2.065, 0.770], [0.523, -7.963, -2.293], [0.880, -0.778, -1.802], [5.227, 5.094, -1.588], [-5.395, 1.892, -0.671], [-0.315, 1.805, -4.140], [-0.045, 1.201, 1.195], [-0.110, 4.703, -3.192], [-2.766, 1.430, 5.695]],
  "relative_energy_kj_mol": 166.8,
  "e_homo_ev": -9.28,
  "energy_ha": -2076.713129,
  "homo_lumo_gap_ev": 6.9525,
  "total_charge": 0,
  "e_lumo_ev": -2.329,
  "mol_weight_g_mol": 604.73,
  "fmax_ev_per_a": 12.16,
  "smiles": "O=C1C=C(O)C(=O)C=C1O.CC(C)=O.CC(C)=O.CC(C)=O.CC(C)=O.CC(C)=O.CC(C)=O.CC(C)=O.CC(C)=O"
}